(1)
C6H22BKO6 | ωB97M-V/def2-TZVPD

Element x y z (Å)
K (-0.3059, -0.7495, 0.1055)
B (-1.1236, -3.5169, 0.9435)
H (-1.2874, -4.6957, 0.7177)
H (-1.3343, -3.2768, 2.1182)
H (-0.0047, -3.1481, 0.6879)
H (-1.9460, -2.9401, 0.2609)
C (1.9002, -1.4773, 2.5500)
C (2.8797, -0.8041, 1.6327)
O (2.4264, -0.7754, 0.2748)
O (0.6637, -0.7626, 2.7439)
H (2.3576, -1.5815, 3.5413)
H (1.5968, -2.4787, 2.2470)
H (3.7927, -1.4085, 1.6771)
H (3.1154, 0.2002, 2.0021)
H (3.2138, -0.6678, -0.2637)
H (0.8637, 0.1767, 2.6915)
C (1.6573, 3.7331, 0.0576)
C (0.5049, 2.7830, 0.2319)
O (0.7162, 1.8776, 1.3182)
O (1.8502, 4.5408, 1.2014)
H (1.4436, 4.3387, -0.8327)
H (2.5654, 3.1627, -0.1274)
H (0.3832, 2.1609, -0.6580)
H (-0.4466, 3.3044, 0.3892)
H (1.0351, 2.3918, 2.0677)
H (1.1356, 5.1834, 1.2530)
C (-2.5174, -1.2698, -3.3872)
C (-3.2209, -0.4468, -2.3472)
O (-2.2419, 0.2559, -1.5735)
O (-1.7721, -0.4948, -4.3219)
H (-3.2822, -1.8336, -3.9364)
H (-1.8475, -1.9778, -2.9055)
H (-3.7740, -1.1508, -1.7125)
H (-3.9430, 0.2610, -2.7640)
H (-2.6597, 0.9931, -1.1219)
H (-2.3943, 0.0932, -4.7610)

Summary:
Relative energy (zero: lowest compared OMol25 entry of this formula, charge and spin) (kcal/mol): 7.52
M (g mol⁻¹): 240.1
Orbital gap (Ha): 0.28082
LUMO energy (eV): -0.3
2S+1: 1
Calculated total energy (eV): -35863.1185

---

(2)
C6H22HgO7 | ωB97M-V/def2-TZVPD

Element x y z (Å)
Hg (-0.0081, -0.6442, 0.6401)
C (-2.9654, 2.5173, -0.0229)
C (-2.2942, 1.4267, 0.7883)
O (-2.0131, 0.2476, 0.0830)
H (-2.8654, 3.4656, 0.5125)
H (-4.0432, 2.3653, -0.1153)
H (-2.5265, 2.6083, -1.0176)
H (-2.9401, 1.0903, 1.6128)
H (-1.3841, 1.9121, 1.1735)
C (4.3134, -1.3016, 1.6689)
C (2.7989, -1.5935, 1.7535)
O (2.0982, -1.3878, 0.5614)
H (4.7485, -1.2576, 2.6668)
H (4.3957, -0.3298, 1.1783)
H (4.7556, -2.1046, 1.0842)
H (2.2793, -1.0724, 2.5727)
H (2.7244, -2.6581, 2.0343)
C (0.0075, 1.0527, -2.7728)
C (-1.0875, 0.1884, -3.3853)
O (-1.7471, -0.7170, -2.5160)
O (0.7883, 0.2878, -1.8425)
H (-0.4656, 1.8372, -2.1736)
H (0.5943, 1.4807, -3.5859)
H (-0.6630, -0.3656, -4.2250)
H (-1.8756, 0.8566, -3.7535)
H (-1.7095, -0.3194, -1.6204)
H (1.7043, 0.5695, -1.9165)
O (-0.8276, -1.6861, 2.6616)
H (-0.4786, -1.0212, 3.2699)
H (-1.6501, -1.9807, 3.0717)
O (1.0661, 1.4139, 1.0447)
H (0.7591, 2.2619, 0.6999)
H (1.9058, 1.6066, 1.4802)
O (-0.9273, -2.6134, -0.3988)
H (-1.6191, -2.5990, -1.0755)
H (-0.8482, -3.5372, -0.1369)

Summary:
Relative energy (zero: lowest compared OMol25 entry of this formula, charge and spin) (kcal/mol): 2.59
M (g mol⁻¹): 406.8
Orbital gap (Ha): 0.28992
LUMO energy (eV): -0.1
2S+1: 1
Calculated total energy (eV): -25082.8432

---

(3)
C6H22HgO7 | ωB97M-V/def2-TZVPD

Element x y z (Å)
Hg (-0.0619, 0.2481, -0.3109)
C (-3.0599, 1.3678, 2.5801)
C (-1.7808, 0.5710, 2.3882)
O (-1.7559, -0.1552, 1.1962)
H (-3.9521, 0.7578, 2.7066)
H (-3.1426, 2.0469, 1.7247)
H (-2.9903, 2.0551, 3.4308)
H (-1.6403, -0.1604, 3.2022)
H (-0.9478, 1.2822, 2.4873)
C (3.5898, 1.8862, -2.1422)
C (2.3038, 1.1591, -2.5782)
O (1.7433, 0.2823, -1.6781)
H (3.3418, 2.8003, -1.6000)
H (4.1926, 2.1726, -3.0080)
H (4.1966, 1.1616, -1.5965)
H (2.6362, 0.5812, -3.4636)
H (1.5858, 1.9179, -2.9432)
C (-0.7782, -3.2063, 1.4091)
C (0.4014, -3.0557, 0.4626)
O (0.9357, -1.6985, 0.4736)
O (-2.0113, -2.7964, 0.9218)
H (-0.4298, -2.8573, 2.3934)
H (-0.8131, -4.2919, 1.5879)
H (0.1450, -3.3141, -0.5677)
H (1.2236, -3.6950, 0.7967)
H (1.7087, -1.7927, -0.1045)
H (-2.0415, -1.7996, 0.9556)
O (1.0341, 1.9307, 1.0812)
H (0.7376, 2.8456, 1.1312)
H (1.8475, 1.8994, 1.5962)
O (-1.1982, -1.3319, -1.7864)
H (-1.1689, -1.2637, -2.7467)
H (-1.5052, -2.2293, -1.6007)
O (-0.6914, 2.0432, -1.8016)
H (-0.4380, 1.7934, -2.6983)
H (-1.2162, 2.8456, -1.8987)

Summary:
Relative energy (zero: lowest compared OMol25 entry of this formula, charge and spin) (kcal/mol): 0.00
M (g mol⁻¹): 406.8
Orbital gap (Ha): 0.29334
LUMO energy (eV): -0.1
2S+1: 1
Calculated total energy (eV): -25082.9557